# 1
This record from the OMol25 dataset describes a 2-piece molecular cluster, CH4ClN2OS overall in a non-equilibrium geometry. The level of theory is wB97M-V/def2-TZVPD.

```
10
Properties=species:S:1:pos:R:3:mulliken_charge:R:1
C 0.2629 0.3301 -0.2625 0.6135
N 1.4944 -0.2291 -0.4623 -0.4133
N -0.0490 1.4477 -0.9715 -0.3671
O -0.3524 0.0763 0.8245 -0.6181
S -2.3612 -2.8309 1.7906 0.5714
Cl -2.2961 -1.2220 2.8145 0.3526
H 1.9997 -0.1062 -1.3783 0.2328
H 1.5984 -1.0749 0.0978 0.2398
H 0.4234 1.5829 -1.8449 0.1883
H -0.7200 2.0261 -0.6081 0.2002
```

Summary:
**Total charge**: +1
**Energy above the lowest of the compared OMol25 structures with the same formula, charge and spin**: 45.1 kcal/mol
**DFT total energy**: -1083.27108 hartree


# 2
This record from the OMol25 dataset describes a 2-piece molecular cluster, C5H8O overall in a non-equilibrium geometry. The level of theory is wB97M-V/def2-TZVPD.

```
14
Properties=species:S:1:pos:R:3:mulliken_charge:R:1
C -2.6749 -0.2239 1.0582 0.1489
C -0.2146 -0.8054 -1.2901 -0.7770
C 0.2468 -0.1131 -0.2702 0.8166
C 0.9422 -0.8984 0.8544 -1.4169
C 0.4269 1.4100 -0.2081 -1.3152
O -3.0807 0.7068 0.5390 -0.1515
H -0.1149 -1.8855 -1.1347 0.2689
H -0.7383 -0.3121 -2.1812 0.2599
H 1.7912 -1.3868 0.3269 0.3464
H 0.3408 -1.7218 1.1557 0.3711
H 1.3911 -0.2301 1.5539 0.4117
H 0.4997 1.6501 0.8354 0.3517
H -0.2481 2.1563 -0.6347 0.3560
H 1.4328 1.6540 -0.6045 0.3295
```

Summary:
**Energy above the lowest of the compared OMol25 structures with the same formula, charge and spin**: 36.6 kcal/mol
**DFT total energy**: -270.49949 hartree


Question: Look up the energy above the lowest of the compared OMol25 structures with the same formula, charge and spin of the first one.
Answer: 45.1 kcal/mol


Question: What is the DFT total energy in the second record?
Answer: -270.49949 hartree